(1)
A cluster of 2 separate species, C7H12Si in total at a distorted geometry. Source: the OMol25 dataset; level of theory: ωB97M-V/def2-TZVPD.

```
20
Properties=species:S:1:pos:R:3:forces:R:3:nbo_charge:R:1
Si -0.54288 1.13356 -0.34968 -0.79 -1.83 -1.46 1.5571
C -2.42686 0.50240 -0.09723 1.42 1.37 1.10 -1.0583
C 1.02923 -1.31919 0.82129 0.79 -0.89 -0.69 -0.0525
C 2.02823 -3.20495 1.54562 -2.66 2.95 0.17 0.0304
C 2.26152 -4.15043 0.68581 1.43 0.51 -0.65 -0.4751
C 0.54182 -0.34279 0.20430 0.49 -1.69 1.29 -0.6473
C -0.27067 1.70298 -2.24897 0.88 -0.61 1.09 -1.0639
C -0.17208 2.51470 0.78373 -2.42 -0.25 1.48 -1.1337
H -3.05470 0.30997 -0.95070 0.15 -0.56 -0.39 0.2336
H 2.77390 -5.08581 0.89108 -0.38 -0.05 0.77 0.2399
H 1.89625 -3.10463 2.63234 0.27 -0.03 -0.88 0.2212
H 0.22753 2.66379 -2.32592 -0.09 0.49 0.48 0.2296
H -0.82383 2.51500 1.70265 0.32 -0.35 -0.86 0.2459
H 2.36753 -3.91771 -0.35380 -0.68 0.20 -0.57 0.2424
H -2.34430 -0.29577 0.64290 -0.12 -0.51 -0.55 0.2415
H -1.26043 1.83069 -2.66629 -0.17 -0.20 -0.38 0.2295
H -0.43848 3.42090 0.30119 0.27 1.14 -0.49 0.2386
H 0.41138 1.10624 -2.90026 -0.95 -0.23 0.60 0.2452
H -2.98659 1.24908 0.48982 0.30 0.26 -0.28 0.2248
H 0.78341 2.47196 1.19212 1.97 0.27 0.22 0.2511
```
Forces are in eV/Å.

## Properties
**HOMO-LUMO gap**: 9.145 eV
**Total charge**: 0
**HOMO level**: -9.3 eV
**Molecular weight**: 124.26 g/mol
**F_max**: 3.97 eV/Å
**Total energy**: -563.202135 Ha


(2)
A structure of composition C4H7I3 at a distorted geometry. Source: the OMol25 dataset; level of theory: ωB97M-V/def2-TZVPD.

```
14
Properties=species:S:1:pos:R:3:forces:R:3:nbo_charge:R:1
I 0.70429 -0.44421 -2.54903 -0.28 0.10 0.11 0.1318
I -0.57283 1.59643 2.08116 0.29 -0.15 -0.20 0.1663
I 2.14338 2.14846 -0.14687 -0.21 -0.19 0.29 0.1701
C -1.64601 -0.49527 -0.59049 -0.18 -0.11 -0.09 -0.7033
C 1.34081 -0.54883 1.02563 0.17 -0.15 0.16 -0.7620
C -0.55095 0.40256 -1.06705 2.22 0.13 2.80 -0.2600
C 0.71675 0.73397 0.60426 -2.15 0.32 -2.94 -0.3381
H -1.25101 -1.41218 -0.14840 0.00 0.04 -0.05 0.2184
H 2.03396 -0.37712 1.85239 -0.03 -0.03 0.01 0.2351
H -2.28931 -0.78444 -1.42512 -0.01 0.00 0.01 0.2344
H 0.58166 -1.25582 1.35899 -0.06 -0.03 0.01 0.2274
H -0.84506 1.40756 -1.34327 0.14 0.07 -0.01 0.2041
H 1.90637 -0.98622 0.20067 -0.04 0.03 -0.03 0.2407
H -2.27205 0.01509 0.14715 0.13 -0.02 -0.06 0.2351
```
Forces are in eV/Å.

## Properties
**HOMO-LUMO gap**: 8.757 eV
**Total charge**: 0
**HOMO level**: -8.9 eV
**Molecular weight**: 435.81 g/mol
**F_max**: 3.66 eV/Å
**Total energy**: -1049.627746 Ha


(3)
A structure of composition C45H44AsN5OPS3Tb at a distorted geometry. Source: the OMol25 dataset; level of theory: ωB97M-V/def2-TZVPD.

```
101
Properties=species:S:1:pos:R:3:forces:R:3:mulliken_spin:R:1
Tb -0.01356 -2.62619 -0.48474 1.84 -0.48 -1.05 6.0002
As 0.98774 3.46661 -0.81014 0.48 0.50 -0.14 0.0004
S -4.52106 -4.04019 1.96986 -0.09 0.55 -0.15 -0.0003
S -4.17816 -1.11099 -1.64474 0.47 -0.46 -0.21 -0.0002
S -1.23486 -5.27119 0.33846 -0.63 -0.37 -0.38 -0.0046
P 0.54394 -0.08609 -1.35854 0.34 1.75 -0.63 0.0168
O -1.56316 -2.44479 0.68966 -1.12 -0.03 1.88 -0.0224
N 2.03374 -3.45199 -0.51054 0.13 -0.03 -0.14 -0.0066
N 1.55744 -2.11639 4.88786 0.07 0.16 0.47 0.0002
N 6.61544 -3.13019 -1.09894 0.60 0.17 -0.18 0.0002
N 0.86334 -2.84149 2.16986 0.05 -0.22 -0.18 -0.0052
N 4.37944 -3.96319 -0.58594 -0.60 -0.81 0.29 0.0012
C 0.15794 1.52541 -3.66644 -0.08 -0.02 0.12 -0.0018
C 0.57384 4.54861 3.18446 -0.03 0.04 0.07 0.0000
C 2.54714 3.18931 3.16046 0.06 -0.08 0.18 0.0000
C -2.98716 1.79181 -0.39694 0.04 0.03 -0.01 0.0004
C 3.62594 6.77121 -1.24284 0.10 0.04 0.04 0.0000
C -2.07696 -2.41129 -2.33724 -0.14 -0.14 0.05 -0.0074
C 1.21964 5.92311 -2.30044 -0.22 -0.35 0.03 0.0001
C 1.74454 7.14591 -2.68084 0.00 0.08 -0.04 0.0000
C 2.37514 2.15251 -1.36774 0.02 0.10 0.11 -0.0006
C -4.34406 -1.51789 1.53676 0.05 -0.23 -0.21 0.0011
C 5.55384 -3.51719 -0.89514 0.51 0.52 -0.19 -0.0001
C 1.88754 5.11491 -1.38394 -0.17 -0.13 -0.04 -0.0001
C -2.90806 1.86211 0.98316 0.06 0.10 -0.04 0.0001
C -1.71216 -6.66789 -0.56954 0.21 0.07 0.18 0.0012
C -1.77046 1.40971 1.63296 -0.01 -0.07 0.11 -0.0021
C 0.45244 4.37961 1.81876 -0.12 0.01 -0.29 0.0000
C 2.13554 0.73311 -0.86494 -0.13 -0.32 0.09 0.0003
C 0.39544 -3.01029 4.60996 -0.83 -0.25 -0.28 -0.0020
C -3.58626 -0.92419 -3.24704 0.01 -0.16 0.29 -0.0008
C 2.94504 7.57611 -2.14214 -0.04 0.00 -0.06 0.0000
C 2.01664 -1.99859 2.47336 0.26 -0.21 0.16 0.0042
C 3.10034 5.54861 -0.86374 0.05 -0.18 0.12 0.0000
C -1.94066 1.26641 -1.13434 0.24 -0.08 -0.01 0.0030
C -0.73046 0.86541 0.90566 0.15 0.04 -0.23 0.0078
C 2.42494 3.03091 1.78906 0.11 -0.18 -0.25 0.0000
C -0.15516 -2.71219 3.21056 0.02 -0.15 0.15 0.0039
C 1.61874 3.93951 3.86166 0.01 -0.02 0.10 0.0000
C 2.61094 -2.29599 3.85436 0.52 0.15 -0.79 0.0003
C 0.68464 -0.80219 -4.00624 0.10 0.01 0.20 0.0035
C -5.47226 -2.97469 2.92616 0.32 -0.31 -0.13 0.0000
C -2.47186 -1.66569 -3.47674 -0.01 0.07 -0.13 -0.0090
C -2.59836 -4.37809 -0.28134 0.22 -0.19 0.25 0.0070
C 0.41544 0.26101 -3.14044 0.03 -0.39 0.19 -0.0056
C -3.36136 -5.14289 -1.10724 0.27 0.25 0.33 0.0005
C 0.43434 0.66161 -5.89194 0.00 -0.09 0.08 0.0001
C -5.27366 -1.67639 2.58876 -0.12 0.05 0.09 0.0001
C -2.85996 -6.45969 -1.25654 0.22 -0.06 0.12 -0.0032
C -3.86256 -2.70699 1.07546 -0.09 -0.23 0.14 0.0053
C -2.73166 -2.90979 0.09276 -1.51 -0.15 -0.22 0.0169
C 1.36954 3.61401 1.10236 -0.13 -0.05 -0.05 0.0000
C -0.79116 0.81931 -0.48924 -0.05 -0.43 -0.08 -0.0071
C 3.20534 -3.62959 -0.62494 0.00 -0.18 0.31 -0.0117
C -2.91676 -2.20519 -1.25444 -0.07 0.09 -0.05 -0.0022
C 0.15274 1.71531 -5.03674 0.01 0.03 -0.05 -0.0002
C 0.70614 -0.59689 -5.37514 0.05 -0.06 -0.13 0.0021
H -3.86956 2.14291 -0.90624 -0.15 0.07 -0.06 -0.0001
H -3.73186 2.26411 1.55076 -0.09 0.11 0.08 0.0000
H -4.05266 -0.56129 1.14166 0.14 0.17 -0.06 -0.0006
H -2.02156 1.20011 -2.21054 0.02 0.03 -0.01 -0.0001
H 3.35774 2.48881 -1.02744 -0.04 0.01 0.02 -0.0001
H 1.21144 7.76611 -3.38594 -0.04 0.05 -0.05 0.0000
H 3.34654 8.53821 -2.42104 0.06 0.07 -0.03 0.0000
H 2.92644 0.06281 -1.23264 -0.13 0.06 0.11 0.0007
H -1.70546 1.47971 2.70726 0.03 0.00 0.15 0.0000
H 2.96744 -3.32669 3.90366 -0.08 0.04 0.12 0.0000
H 0.90554 -1.79359 -3.59984 -0.01 0.20 -0.15 -0.0021
H -5.77496 -0.85399 3.06416 -0.15 0.14 0.12 0.0000
H 0.15784 0.50191 1.41406 0.01 0.06 0.08 -0.0031
H -3.33546 -7.20959 -1.86294 -0.04 -0.17 -0.07 -0.0003
H -0.35946 4.85521 1.27586 -0.04 0.00 0.13 0.0000
H -0.97896 -3.39669 2.99436 0.03 0.16 0.08 0.0004
H 0.27124 5.58451 -2.70904 0.04 0.11 0.01 0.0000
H 3.18224 2.46151 1.26206 0.02 0.00 -0.04 0.0000
H -0.55876 -1.69529 3.16626 -0.08 -0.06 0.00 -0.0003
H 4.56504 7.10491 -0.82734 0.08 0.02 0.04 0.0000
H 2.41694 2.15531 -2.46004 -0.07 0.11 0.10 -0.0003
H -1.13666 -7.56939 -0.49754 0.15 -0.18 -0.01 0.0001
H 1.71794 4.06421 4.92956 0.02 0.04 0.09 0.0000
H 3.63534 4.93921 -0.14404 0.01 0.01 0.03 0.0000
H -0.13816 5.15681 3.72196 -0.06 0.06 0.03 0.0000
H 0.45204 0.82141 -6.95914 -0.01 0.00 -0.09 0.0000
H 3.44994 -1.63059 4.05996 -0.10 0.00 0.15 -0.0002
H 0.72984 -4.04909 4.68956 0.12 0.20 0.04 -0.0001
H -1.96746 -1.72059 -4.42474 0.04 0.07 -0.16 0.0001
H -1.32976 -3.23149 -2.42194 -0.68 0.35 -0.13 0.0263
H 1.16824 -3.82009 2.11886 -0.05 0.32 -0.14 -0.0020
H 1.23714 -1.13739 4.87196 0.11 -0.24 0.13 0.0000
H 2.79154 -2.15699 1.71756 -0.10 0.09 0.12 0.0002
H -4.24366 -4.78789 -1.60734 -0.20 0.17 -0.07 0.0000
H -4.10676 -0.29389 -3.94044 -0.12 0.15 -0.16 -0.0002
H 0.94784 -1.40749 -6.04674 -0.01 -0.10 -0.01 0.0000
H 1.69694 -0.95129 2.42946 0.07 0.01 -0.03 -0.0029
H 2.16104 0.69781 0.23136 0.06 -0.03 -0.07 0.0015
H -6.11946 -3.37509 3.68166 -0.16 -0.06 0.13 0.0000
H 1.94244 -2.30179 5.82386 -0.15 0.12 -0.23 0.0001
H 3.38394 2.74221 3.68146 0.06 0.01 0.01 0.0000
H -0.03096 2.36231 -3.00474 -0.09 -0.04 -0.06 -0.0004
H -0.38016 -2.83889 5.35836 0.17 0.04 0.04 0.0000
H -0.05416 2.69351 -5.44004 -0.02 0.14 -0.04 -0.0001
```
Forces are in eV/Å.

## Properties
**HOMO-LUMO gap (spin up / spin down)**: 7.202 / 7.269 eV
**Total charge**: +2
**HOMO level (spin up / spin down)**: -12.4 / -12.4 eV
**Molecular weight**: 1031.90 g/mol
**<S²>**: 12.7130
**F_max**: 2.18 eV/Å
**2S+1**: 7
**Total energy**: -6685.845860 Ha


(4)
A structure of composition C25H37N5O at a distorted geometry. Source: the OMol25 dataset; level of theory: ωB97M-V/def2-TZVPD.

```
68
Properties=species:S:1:pos:R:3:forces:R:3:nbo_charge:R:1
O 3.61466 2.16161 -2.07421 -3.99 -1.49 1.72 -0.6748
N -0.32971 2.69729 0.91886 -1.51 7.28 0.09 -0.4646
N 1.96161 -0.48312 -1.61295 2.91 0.37 3.05 -0.1162
N 1.83435 2.74821 -0.84644 -9.67 -14.48 -5.12 -0.6122
N -2.34341 0.96880 0.55356 -1.89 -2.56 -1.95 -0.4734
N 1.07980 -0.84126 -0.72800 -1.36 -5.37 1.27 -0.3221
C 1.59110 -2.09350 -0.09285 4.22 9.07 -7.02 0.0890
C -5.28764 -1.32722 -0.35460 -1.57 -2.76 -1.76 -0.2695
C 1.35671 -2.74931 2.29226 -1.04 -0.51 -1.08 -0.3853
C -0.57053 1.72481 1.90533 0.09 2.61 0.50 -0.2512
C -5.16550 0.96952 0.67603 -6.38 -1.54 -7.14 -0.6019
C -4.69828 -2.47444 -0.78212 5.72 0.04 -2.63 -0.2146
C 0.90729 -2.91787 0.65660 -6.17 -1.26 9.87 -0.4552
C 2.38619 1.87767 -1.64571 8.40 2.88 -4.48 0.6190
C -3.06964 -2.41236 -1.02968 -5.79 3.55 2.61 0.0727
C -3.05320 -0.24524 -0.02572 -0.66 1.90 0.88 0.1546
C -2.32864 -1.23711 -0.57988 -6.62 -4.37 -1.29 -0.2976
C 3.72786 -3.74051 1.63612 -10.29 4.31 -7.83 -0.3342
C 3.22319 -1.00081 -1.26617 -1.21 -2.36 -0.80 -0.0592
C -1.73244 3.16977 0.43389 5.28 -0.95 -8.69 -0.1968
C 3.94099 -3.04677 0.17643 3.82 -2.48 1.47 -0.4633
C -0.97492 0.65652 1.04085 -5.12 -5.53 4.12 -0.2427
C 1.72210 0.79806 -2.35661 8.22 -3.62 3.07 -0.2489
C 2.97891 -2.20061 -0.41455 -3.01 6.21 -1.46 -0.0880
C -2.23906 1.96663 -0.54256 -8.37 5.97 16.55 -0.1618
C -2.48427 -3.60264 -1.52080 0.46 -0.82 -3.86 -0.6608
C 0.30191 4.04619 1.58632 4.56 -9.05 -7.63 -0.2118
C -4.47842 -0.34051 -0.07368 1.68 8.14 4.46 0.0551
C 2.35986 3.55712 -0.14417 8.34 16.47 2.44 -0.1912
C 1.87758 3.95984 1.06766 -2.58 -4.30 12.90 -0.3457
C 2.78444 -2.57461 2.50127 2.90 -9.28 2.01 -0.3961
H -1.38863 -1.46424 -0.59699 5.86 -0.01 -0.09 0.2251
H 4.14993 -3.71991 -0.66644 0.33 -0.99 0.68 0.2181
H 4.42329 -3.93677 2.20129 7.90 -1.94 4.90 0.1676
H 3.24612 -3.02205 3.48790 -1.70 1.69 -0.95 0.2104
H 2.30055 4.62156 1.87033 0.81 0.23 -2.17 0.2600
H -1.26210 -0.21313 1.93902 0.97 1.42 -2.75 0.1807
H -1.43701 -3.47954 -1.72058 0.69 0.05 -0.22 0.2161
H -1.47467 3.94960 -0.49158 -0.64 -0.94 3.00 0.1820
H -6.36508 -1.18679 -0.44090 0.20 -0.06 0.46 0.2189
H -2.57711 -4.33208 -0.80663 -0.23 -2.18 1.60 0.2269
H 2.24924 2.88603 1.79968 -0.90 2.15 -1.36 0.1021
H 0.24446 4.87261 1.12711 -2.79 6.01 -4.48 0.1862
H 0.98507 2.26071 -0.36212 0.63 1.44 -0.62 0.4493
H 0.81928 0.90537 -2.39744 -10.30 0.99 -0.63 0.1970
H 3.18792 -4.60902 1.28114 -0.46 -0.56 1.14 0.1893
H 3.48203 3.77442 0.00615 -1.25 -1.40 -1.25 0.2622
H 0.88221 -3.59070 2.88869 0.74 0.97 -0.76 0.2153
H 0.31672 1.63071 2.42078 2.30 -1.13 1.05 0.2093
H -1.22822 2.18874 2.69016 -0.46 -1.30 -0.61 0.1785
H -5.55625 1.92943 -0.06653 1.63 -2.60 1.42 0.1754
H -1.70402 1.68786 -1.14413 10.85 -4.67 -11.75 0.1325
H -3.15924 2.22809 -0.89696 -2.60 0.45 -0.98 0.2003
H -2.97518 -3.98023 -2.50311 0.71 0.55 1.58 0.2162
H 2.12232 0.42187 -3.23064 1.10 1.09 -2.48 0.2436
H 2.01129 4.59487 -0.73066 1.48 -0.59 0.42 0.1264
H 0.96271 -1.80779 2.62192 -1.14 0.44 0.10 0.2015
H 3.35645 -1.82947 2.22932 1.75 4.84 -1.11 0.2013
H -0.38412 0.21880 0.26954 1.17 0.18 -0.01 0.2536
H 4.09796 -0.63870 -1.83016 -0.45 -0.43 0.50 0.2346
H 1.03345 -3.90676 0.44056 0.03 -2.72 -0.65 0.2240
H 0.11556 4.28098 2.48322 -0.95 0.51 7.51 0.1774
H -6.21082 0.79268 1.10095 1.73 -0.45 -0.07 0.2094
H -4.52145 1.33686 1.27356 4.22 2.63 4.57 0.1931
H -0.18489 -2.66932 1.05229 1.64 -0.54 -2.41 0.2480
H -2.31958 3.51178 1.18366 -2.17 0.85 2.05 0.1897
H -5.22170 -3.15402 -1.43583 -0.11 -0.74 0.50 0.2021
H 4.91153 -2.57294 0.31272 0.02 0.69 -0.41 0.2249
```
Forces are in eV/Å.

## Properties
**HOMO-LUMO gap**: 8.477 eV
**Total charge**: 0
**HOMO level**: -7.8 eV
**Molecular weight**: 423.60 g/mol
**F_max**: 19.48 eV/Å
**Total energy**: -1323.017786 Ha


(5)
The ion C5H7BrClN2O with charge +1 at a distorted geometry. Source: the OMol25 dataset; level of theory: ωB97M-V/def2-TZVPD.

```
17
Properties=species:S:1:pos:R:3:forces:R:3:nbo_charge:R:1
Br 0.56835 0.87527 2.70223 -0.54 0.74 -0.47 0.1212
Cl 0.54461 2.49902 0.04749 -0.24 -0.25 -0.03 0.1238
O -2.38468 0.76889 1.83659 0.21 -0.12 -0.66 -0.4378
N 1.86550 -0.62418 0.40580 0.46 3.70 -0.83 -0.7470
N -2.16272 0.57986 -0.48822 -1.37 1.75 2.80 -0.4201
C -1.48426 0.03320 -1.35252 0.12 -1.00 -2.89 0.2056
C 0.48079 -0.65893 0.10057 -6.38 1.22 1.17 -0.0259
C -0.20015 -0.64413 -1.28593 5.07 -0.62 -0.32 -0.5502
C -0.18874 1.21111 0.90358 0.86 -3.90 0.25 -0.2338
C -1.72454 0.84439 0.84925 0.96 0.23 -0.76 0.5969
H -0.37381 -1.68244 -1.59490 0.01 0.05 -0.08 0.2755
H -1.88946 -0.10400 -2.38267 -0.16 0.49 0.71 0.2104
H 0.60771 -0.26103 -2.07947 -2.04 -0.43 1.34 0.2571
H 1.78714 -0.52391 1.43404 1.09 -0.21 0.39 0.4644
H -0.18722 -1.35595 0.81857 2.17 1.47 -1.36 0.2562
H 2.49093 -1.30858 0.03476 0.41 -1.15 -0.02 0.4539
H 2.25055 0.35140 0.05083 -0.65 -1.97 0.76 0.4498
```
Forces are in eV/Å.

## Properties
**HOMO-LUMO gap**: 9.353 eV
**Total charge**: +1
**HOMO level**: -13.7 eV
**Molecular weight**: 226.48 g/mol
**F_max**: 6.60 eV/Å
**Total energy**: -3413.300670 Ha


(6)
An isolated molecule of C6H9FO at a distorted geometry. Source: the OMol25 dataset; level of theory: ωB97M-V/def2-TZVPD.

```
17
Properties=species:S:1:pos:R:3:forces:R:3:nbo_charge:R:1
F 1.98208 -1.41283 0.37061 2.07 -1.77 1.42 -0.3417
O -1.14131 -1.69608 -0.31332 0.17 -1.38 1.34 -0.4952
C 1.13397 -0.71502 -0.36774 -1.63 2.60 1.38 0.1491
C 2.74099 1.18716 0.09244 0.33 0.49 0.40 -0.3780
C -1.48937 -0.36941 -0.29627 0.20 0.75 1.73 0.0868
C -0.20941 -0.77689 0.38174 -1.10 -1.08 -3.46 0.0155
C -2.76674 0.18990 0.37882 -0.34 -3.44 0.05 -0.6339
C 1.54992 0.72819 -0.36549 2.52 0.75 -0.88 -0.2420
H -1.22640 -0.01257 -1.24084 -0.32 1.50 -1.62 0.1638
H -2.83689 -0.13998 1.44309 0.28 0.24 -0.73 0.2187
H -2.71100 1.23088 0.35238 -0.23 1.73 -0.16 0.2178
H 3.07774 2.27387 0.15891 -1.01 -1.40 -0.66 0.2055
H -3.72649 -0.23306 -0.10143 1.58 0.89 0.39 0.2236
H -0.05930 -1.01427 1.38922 -0.27 0.06 1.56 0.2104
H 0.98952 1.36008 -1.04538 -0.51 0.30 0.58 0.2066
H 1.12617 -1.15490 -1.32832 -0.55 -0.30 -1.30 0.1867
H 3.56649 0.55493 0.49158 -1.21 0.06 -0.04 0.2063
```
Forces are in eV/Å.

## Properties
**HOMO-LUMO gap**: 10.879 eV
**Total charge**: 0
**HOMO level**: -9.8 eV
**SMILES string**: C=C[C@@H](F)[C@@H]1O[C@H]1C
**Molecular weight**: 116.13 g/mol
**F_max**: 3.79 eV/Å
**Total energy**: -409.020075 Ha